# 1
Density functional theory data (wB97M-V/def2-TZVPD) for C2H5BrN2S in the gas phase.

Structure (XYZ):
```
11
Properties=species:S:1:pos:R:3:forces:R:3
Br 3.081 -1.055 -0.534 0.5195 -0.7699 0.1230
S -1.319 1.663 -0.476 -1.4774 -2.5595 -0.1284
N 2.105 0.490 0.099 2.7246 0.8584 -2.7060
N 1.060 0.616 0.605 -2.6246 -0.9688 4.5410
C -0.703 -0.200 -0.539 1.3474 1.9627 -1.2091
C -0.036 -0.419 0.820 0.3886 2.4821 -2.1106
H 0.501 -1.339 1.003 -0.1801 -0.3954 0.0809
H -2.663 1.239 -0.365 1.4264 0.7429 -0.1326
H -0.678 -0.025 1.594 0.1036 -0.4138 0.4534
H -1.493 -0.832 -0.880 -0.5851 -0.4393 -0.0126
H 0.143 -0.139 -1.326 -1.6428 -0.4993 1.1009
```
Forces are in eV/Å.

As for the expectation value of S²: 2.015. The HOMO-LUMO gap (alpha / beta) comes out at 6.6276 / 7.3131 eV. The net charge is 0. As for the HOMO energy (alpha / beta): -6.427 / -9.431 eV. As for the multiplicity: 3.

***

# 2
Density functional theory data (wB97M-V/def2-TZVPD) for 2 unconnected molecules or ions with the total composition C2H5BrN3.

Structure (XYZ):
```
11
Properties=species:S:1:pos:R:3:forces:R:3
Br 2.233 -0.649 -0.011 -0.2555 0.3405 0.0963
N -1.128 -1.038 0.013 0.1785 1.3358 -0.0556
N 1.259 1.920 -0.278 -0.0503 -0.6447 0.2798
N -0.866 0.067 0.080 -0.0434 0.5319 0.1816
C 1.231 0.843 0.460 0.5375 0.3644 -0.4618
C -1.447 -2.234 -0.097 -0.5371 -2.2489 -0.1510
H 0.888 0.901 1.484 -0.0451 0.0324 -0.1175
H 0.757 2.753 0.011 0.0715 -0.0622 0.0188
H -1.515 -2.694 -1.069 0.1434 0.1869 -0.1570
H -1.727 -2.800 0.776 0.0212 0.1326 0.2181
H 1.640 1.897 -1.219 -0.0207 0.0313 0.1482
```
Forces are in eV/Å.

As for the energy above the lowest of the compared OMol25 structures with the same formula, charge and spin: 217.8 kJ/mol. The HOMO-LUMO gap comes out at 8.2953 eV. The net charge is +1. As for the HOMO energy: -13.150 eV.

***

# 3
Density functional theory data (wB97M-V/def2-TZVPD) for a molecular structure, C2H5BrN4.

Structure (XYZ):
```
12
Properties=species:S:1:pos:R:3:forces:R:3
Br 2.219 0.785 0.541 1.4016 2.1678 -0.9213
N -0.295 -0.634 -1.281 1.7092 2.3476 -1.4671
N -0.285 1.318 -0.759 -1.1229 0.9739 -2.0912
N 1.829 -0.530 1.565 -1.0616 -2.0602 3.6257
N -0.172 0.646 -1.984 -1.0263 -2.0506 3.5950
C -0.994 -0.242 1.041 -1.3831 1.3424 0.9789
C -0.633 0.149 -0.197 0.1731 -1.7277 0.6449
H -0.619 -1.476 -1.655 -1.0935 -1.0556 -0.6657
H 0.092 0.838 -2.903 0.9010 0.5753 -1.1188
H 1.421 -0.194 2.529 0.9494 -0.2161 -2.3319
H -1.440 0.552 1.624 0.3153 0.1554 0.3472
H -1.121 -1.213 1.479 0.2379 -0.4523 -0.5957
```
Forces are in eV/Å.

As for the expectation value of S²: 2.036. The HOMO-LUMO gap (alpha / beta) comes out at 8.0740 / 7.9348 eV. The net charge is 0. As for the HOMO energy (alpha / beta): -7.238 / -8.994 eV. As for the multiplicity: 3.

***

# 4
Density functional theory data (wB97M-V/def2-TZVPD) for 2 unconnected molecules or ions with the total composition C2H5BrNO2.

Structure (XYZ):
```
11
Properties=species:S:1:pos:R:3:forces:R:3
Br -3.778 -0.035 -0.163 -1.4402 0.5289 0.3860
O -1.232 1.334 1.067 0.5362 0.0212 0.0639
O -2.182 -0.593 -0.547 3.9044 1.3123 1.5735
N 1.577 0.256 -0.137 2.9504 -3.2272 0.4380
C 0.263 -0.399 -0.032 -1.7843 -0.0017 -2.0155
C -0.866 0.427 0.468 -2.9904 -1.8324 -1.5400
H 2.026 0.141 0.758 0.0333 0.4148 1.2398
H -0.199 -0.620 -1.064 1.2540 -0.2147 1.2886
H 0.420 -1.289 0.575 -0.4862 -0.1149 -0.1631
H 1.686 1.240 -0.306 -0.1553 0.6887 -1.1779
H 2.284 -0.461 -0.620 -1.8219 2.4251 -0.0933
```
Forces are in eV/Å.

As for the energy above the lowest of the compared OMol25 structures with the same formula, charge and spin: 257.4 kJ/mol. The HOMO-LUMO gap comes out at 7.4592 eV. The net charge is +1. As for the HOMO energy: -12.492 eV.

***

# 5
Density functional theory data (wB97M-V/def2-TZVPD) for 2 unconnected molecules or ions with the total composition C2H5BrOS.

Structure (XYZ):
```
10
Properties=species:S:1:pos:R:3:forces:R:3
Br -0.451 3.036 -1.031 0.0262 0.0562 0.0345
S 1.176 -0.673 -0.870 -0.2311 -0.5360 0.3442
O -0.615 1.321 1.150 -1.1646 -1.1204 -0.4456
C 0.118 -2.140 -0.444 1.4728 0.9385 1.4358
C 0.211 2.116 0.472 0.2507 -0.5192 -0.5122
H 0.951 2.621 1.069 -0.0053 0.1541 0.0559
H -0.364 -2.309 -1.412 0.0153 -1.0408 0.6554
H 0.679 -2.898 0.224 -0.6975 0.6356 -2.0553
H -0.590 -1.776 0.305 -0.5000 0.2428 -0.3580
H -1.115 0.704 0.538 0.8335 1.1892 0.8452
```
Forces are in eV/Å.

As for the energy above the lowest of the compared OMol25 structures with the same formula, charge and spin: 325.3 kJ/mol. The HOMO-LUMO gap (alpha / beta) comes out at 5.9463 / 9.5088 eV. The net charge is 0. As for the HOMO energy (alpha / beta): -7.757 / -9.225 eV.

***

# 6
Density functional theory data (wB97M-V/def2-TZVPD) for 2 unconnected molecules or ions with the total composition C2H5BrS.

Structure (XYZ):
```
9
Properties=species:S:1:pos:R:3:forces:R:3
Br 1.280 1.849 0.294 -0.9662 -0.0500 0.3267
S 1.261 -1.928 1.207 0.5793 -0.4670 -0.1326
C -0.875 1.121 -1.249 -2.8651 -1.4762 -1.0392
C -0.623 1.412 -0.024 0.9277 1.1208 4.0206
H -0.098 1.048 -1.952 0.6921 0.0900 -0.9245
H 0.187 -2.702 1.267 -0.4386 -0.0983 0.0490
H 2.024 -3.041 1.027 -0.1534 0.5398 0.0743
H -1.893 0.756 -1.534 0.8975 0.5668 0.1601
H -1.265 1.484 0.964 1.3269 -0.2258 -2.5344
```
Forces are in eV/Å.

As for the energy above the lowest of the compared OMol25 structures with the same formula, charge and spin: 99.3 kJ/mol. The SMILES is C=CBr.S. The HOMO-LUMO gap comes out at 10.4470 eV. The net charge is 0. As for the HOMO energy: -9.644 eV.

***

# 7
Density functional theory data (wB97M-V/def2-TZVPD) for 2 unconnected molecules or ions with the total composition C2H5BrS2.

Structure (XYZ):
```
10
Properties=species:S:1:pos:R:3:forces:R:3
Br -2.661 0.620 -0.560 -0.0785 0.3532 0.1843
S 2.077 0.845 -0.929 -2.1788 0.4535 -0.0768
S -1.487 -2.272 -0.513 -0.2853 0.2540 0.0133
C -1.159 -0.657 1.566 0.6640 -0.5177 -1.0992
C -1.783 -0.738 0.365 1.5034 -2.4376 1.2855
H 2.363 -0.340 -0.433 0.0278 -0.6289 0.2586
H -2.711 -2.518 -1.015 0.0351 0.2016 0.0724
H 0.653 0.664 -0.789 2.1082 0.1605 -0.1766
H -1.021 0.316 1.909 -0.1720 1.6556 0.9934
H -0.478 -1.384 2.136 -1.6238 0.5060 -1.4551
```
Forces are in eV/Å.

As for the energy above the lowest of the compared OMol25 structures with the same formula, charge and spin: 55.1 kJ/mol. The SMILES is C=C(S)Br.S. The HOMO-LUMO gap comes out at 9.8420 eV. The net charge is 0. As for the HOMO energy: -9.310 eV.

***

# 8
Density functional theory data (wB97M-V/def2-TZVPD) for a molecular structure, C2H5BrS2.

Structure (XYZ):
```
10
Properties=species:S:1:pos:R:3:forces:R:3
Br -2.188 -0.937 -0.179 0.1958 0.3514 -0.1443
S 1.146 0.349 0.578 1.9155 2.9253 -1.9925
S -2.174 2.030 -0.439 -0.2348 -0.4352 -0.3393
C -1.713 0.774 0.581 -0.3717 -0.6247 0.3949
C 1.620 -1.004 -0.519 -3.4465 -0.6149 1.0559
H -2.008 2.884 0.555 0.2257 0.7409 0.1510
H 1.774 -0.651 -1.525 0.4375 0.0062 -0.0911
H 2.381 -1.570 -0.017 0.4198 -0.4350 -0.4818
H 0.566 -1.506 -0.464 2.2977 -0.0747 -0.7668
H 0.595 -0.368 1.430 -1.4391 -1.8394 2.2138
```
Forces are in eV/Å.

As for the energy above the lowest of the compared OMol25 structures with the same formula, charge and spin: 240.9 kJ/mol. The HOMO-LUMO gap comes out at 8.0837 eV. The net charge is 0. As for the HOMO energy: -8.437 eV.

***

# 9
Density functional theory data (wB97M-V/def2-TZVPD) for C2H5BrSi in the gas phase.

Structure (XYZ):
```
9
Properties=species:S:1:pos:R:3:forces:R:3
Br -3.038 -0.028 0.189 -0.0892 0.0332 -0.0095
Si -0.992 0.780 -0.082 0.9493 0.5428 3.2530
C 0.235 -0.599 0.229 -0.3239 0.2407 -0.2608
C 1.451 -0.659 -0.288 0.0202 0.0004 -0.1959
H 2.180 -1.389 0.024 0.1004 -0.1776 0.0868
H -0.033 -1.306 1.007 -0.0887 -0.0318 0.0444
H -0.990 1.462 -1.361 0.2644 0.2699 -0.2746
H -0.589 1.717 1.339 -0.9283 -1.0534 -2.4595
H 1.776 0.023 -1.057 0.0960 0.1758 -0.1839
```
Forces are in eV/Å.

As for the energy above the lowest of the compared OMol25 structures with the same formula, charge and spin: 35.2 kJ/mol. The SMILES is C=C[SiH2]Br. The HOMO-LUMO gap comes out at 10.9420 eV. The net charge is 0. As for the HOMO energy: -10.096 eV.

***

# 10
Density functional theory data (wB97M-V/def2-TZVPD) for a molecular structure, C2H5CaF4P.

Structure (XYZ):
```
13
Properties=species:S:1:pos:R:3:forces:R:3
Ca -0.765 -0.021 2.746 0.3692 0.0554 1.0128
P -1.288 -0.178 -0.435 -0.9633 -0.3081 -1.9420
F 0.317 1.236 1.326 -0.0184 0.4122 -0.2062
F 2.030 -0.558 1.053 0.0655 0.0832 0.4377
F 0.502 1.683 -0.906 0.0224 1.6134 -0.1902
F 2.447 0.153 -1.001 0.9705 0.5159 -0.3388
C 0.368 0.741 -0.047 0.0159 -2.3552 -0.3408
C 1.539 -0.291 -0.190 -0.9328 -0.5342 0.5710
H -2.427 -1.009 -0.708 0.1382 0.0097 0.6948
H -0.710 -0.609 -1.670 0.1017 0.4854 0.0877
H -1.109 -0.920 0.850 -0.0958 -0.0807 0.2378
H -2.058 1.019 -0.448 0.2930 0.0502 0.0546
H 1.154 -1.247 -0.570 0.0339 0.0527 -0.0783
```
Forces are in eV/Å.

The HOMO-LUMO gap comes out at 7.9309 eV. The net charge is +2. As for the HOMO energy: -18.061 eV.

***

Repeat the eighth record exactly.
Density functional theory data (wB97M-V/def2-TZVPD) for a molecular structure, C2H5BrS2.

Structure (XYZ):
```
10
Properties=species:S:1:pos:R:3:forces:R:3
Br -2.188 -0.937 -0.179 0.1958 0.3514 -0.1443
S 1.146 0.349 0.578 1.9155 2.9253 -1.9925
S -2.174 2.030 -0.439 -0.2348 -0.4352 -0.3393
C -1.713 0.774 0.581 -0.3717 -0.6247 0.3949
C 1.620 -1.004 -0.519 -3.4465 -0.6149 1.0559
H -2.008 2.884 0.555 0.2257 0.7409 0.1510
H 1.774 -0.651 -1.525 0.4375 0.0062 -0.0911
H 2.381 -1.570 -0.017 0.4198 -0.4350 -0.4818
H 0.566 -1.506 -0.464 2.2977 -0.0747 -0.7668
H 0.595 -0.368 1.430 -1.4391 -1.8394 2.2138
```
Forces are in eV/Å.

As for the energy above the lowest of the compared OMol25 structures with the same formula, charge and spin: 240.9 kJ/mol. The HOMO-LUMO gap comes out at 8.0837 eV. The net charge is 0. As for the HOMO energy: -8.437 eV.